DFT (the ωB97M-V functional and the def2-TZVPD basis) results for a cluster of 5 separate species, C21H43BBrN11O9 in total in a non-equilibrium geometry.

## Properties
HOMO-LUMO gap: 0.33870 Eh
Calculated total energy: -128011.615 eV
Multiplicity: 1

```
86
C21H43BBrN11O9 | the OMol25 dataset | the ωB97M-V functional and the def2-TZVPD basis
C -0.21339 0.29027 7.27281
C -0.46783 -1.10639 6.45557
O 0.68553 -1.27718 5.58417
B 0.33061 -1.71856 4.26058
O 0.29404 -3.16666 4.01746
C 0.01120 -0.75313 2.97158
C -0.56031 0.63320 3.60876
N -0.99289 1.63249 4.12806
C -1.11905 -1.49616 2.09651
C -1.88721 -0.53193 1.03770
C -3.45506 -0.38254 1.32770
C -4.12455 1.02424 0.93619
N -3.18718 2.17062 0.78083
C -3.73747 3.46453 1.29075
C -2.64310 2.27936 -0.58053
C -1.57276 3.43595 -0.99579
O -2.92813 1.45496 -1.52683
C 1.34301 -0.32260 2.13111
Br 2.97552 -0.57859 3.30588
C 1.25569 1.25551 1.87524
N 1.04397 2.39985 1.52663
C 1.62080 -1.20590 0.81395
C 1.09570 -0.58173 -0.57031
O 2.21383 -0.16569 -1.44759
C 2.32011 1.26073 -1.50357
C 1.60025 2.20866 -2.57400
O 3.08909 1.82823 -0.65849
H -0.74796 1.18163 6.78881
H 0.92101 0.50769 7.17140
H -0.42788 0.19647 8.39312
H -1.41621 -0.98674 5.80359
H -0.59653 -1.91581 7.25484
H -0.36995 -3.53576 4.65691
H -0.75431 -2.48149 1.60556
H -1.93816 -1.83504 2.85102
H -1.28926 0.44086 0.98627
H -1.77188 -1.04109 0.00288
H -3.73564 -0.66096 2.42123
H -3.98729 -1.19051 0.68077
H -4.83628 1.30320 1.81207
H -4.83278 0.86554 0.02881
H -3.16883 3.73526 2.26629
H -4.85200 3.44596 1.55363
H -3.58326 4.35961 0.57918
H -1.03706 3.16347 -1.97520
H -2.17752 4.41558 -1.15087
H -0.78683 3.61805 -0.17161
H 1.27538 -2.30880 0.92030
H 2.77692 -1.27707 0.71227
H 0.58286 -1.44730 -1.15086
H 0.30794 0.24139 -0.47677
H 2.32796 2.38233 -3.44059
H 1.28824 3.23436 -2.13558
H 0.67022 1.69317 -3.01930
N -1.51738 -4.98927 -1.03630
C -1.67831 -3.78831 -1.64109
N -2.32525 -3.83450 -2.82887
O -1.27131 -2.74314 -1.15258
H -1.84388 -5.85746 -1.42064
H -1.03977 -4.99627 -0.14902
H -2.46464 -2.95977 -3.30998
H -2.66709 -4.68075 -3.24714
N 5.43217 1.84052 5.87602
C 5.27840 3.03995 5.26242
N 4.63890 2.98660 4.07019
O 5.68455 4.08501 5.74745
H 5.10572 0.97103 5.49450
H 5.90356 1.83769 6.76629
H 4.50426 3.85754 3.58192
H 4.29818 2.13761 3.65572
N -0.25927 -0.40655 -5.57648
C -0.39778 0.78971 -6.19280
N -1.03587 0.73907 -7.39001
O 0.01776 1.83372 -5.71240
H -0.59341 -1.27391 -5.95600
H 0.20990 -0.41226 -4.68444
H -1.15930 1.61011 -7.88151
H -1.38521 -0.10737 -7.80259
N 2.84217 -3.19438 -8.02847
C 2.06494 -2.29171 -7.38239
N 1.71417 -1.21348 -8.12438
O 1.70925 -2.43930 -6.22233
H 3.14540 -3.09220 -8.98014
H 3.12479 -4.01091 -7.51016
H 1.13628 -0.51760 -7.67950
H 1.99674 -1.07494 -9.07781
```

Just the Mulliken charges please, in e? Sure, here they are: atom 1 (C): -0.93, atom 2 (C): -0.17, atom 3 (O): -0.34, atom 4 (B): 1.06, atom 5 (O): -0.63, atom 6 (C): 1.20, atom 7 (C): -0.47, atom 8 (N): -0.74, atom 9 (C): -1.07, atom 10 (C): 0.58, atom 11 (C): -0.78, atom 12 (C): -0.70, atom 13 (N): 0.27, atom 14 (C): -0.83, atom 15 (C): 0.47, atom 16 (C): -0.91, atom 17 (O): -0.65, atom 18 (C): 0.87, atom 19 (Br): -0.17, atom 20 (C): -0.34, atom 21 (N): -0.55, atom 22 (C): -0.68, atom 23 (C): 0.58, atom 24 (O): -0.48, atom 25 (C): 0.70, atom 26 (C): -0.71, atom 27 (O): -0.56, atom 28 (H): 0.25, atom 29 (H): 0.20, atom 30 (H): 0.32, atom 31 (H): 0.16, atom 32 (H): 0.35, atom 33 (H): 0.29, atom 34 (H): -0.17, atom 35 (H): 0.63, atom 36 (H): -0.25, atom 37 (H): 0.10, atom 38 (H): 0.35, atom 39 (H): 0.21, atom 40 (H): 0.42, atom 41 (H): 0.24, atom 42 (H): 0.26, atom 43 (H): 0.35, atom 44 (H): 0.27, atom 45 (H): 0.02, atom 46 (H): 0.48, atom 47 (H): 0.24, atom 48 (H): 0.23, atom 49 (H): 0.57, atom 50 (H): -0.26, atom 51 (H): 0.07, atom 52 (H): 0.35, atom 53 (H): 0.27, atom 54 (H): 0.11, atom 55 (N): -0.38, atom 56 (C): 0.52, atom 57 (N): -0.43, atom 58 (O): -0.55, atom 59 (H): 0.15, atom 60 (H): 0.21, atom 61 (H): 0.22, atom 62 (H): 0.15, atom 63 (N): -0.32, atom 64 (C): 0.64, atom 65 (N): -0.26, atom 66 (O): -0.67, atom 67 (H): 0.15, atom 68 (H): 0.19, atom 69 (H): 0.17, atom 70 (H): 0.10, atom 71 (N): -0.16, atom 72 (C): 0.59, atom 73 (N): -0.41, atom 74 (O): -0.65, atom 75 (H): 0.18, atom 76 (H): 0.06, atom 77 (H): 0.21, atom 78 (H): 0.19, atom 79 (N): -0.41, atom 80 (C): 0.61, atom 81 (N): -0.32, atom 82 (O): -0.59, atom 83 (H): 0.15, atom 84 (H): 0.23, atom 85 (H): 0.18, atom 86 (H): 0.16